(1)
Here is an isolated molecule of C24H26FN5O from the OMol25 dataset. Energies are from the ωB97M-V functional and the def2-TZVPD basis.

Geometry as ORCA input:
```
! RIJCOSX wB97M-V def2-TZVPD def2/J DEFGRID3
* xyz 0 1
C 5.228 0.206 -1.490
H 4.329 0.751 -1.215
H 6.046 0.909 -1.620
H 5.058 -0.311 -2.432
C 5.574 -0.794 -0.390
N 4.549 -1.791 -0.228
C 3.403 -1.704 0.498
N 2.701 -2.809 0.412
C 3.397 -3.639 -0.405
C 4.543 -3.025 -0.814
H 5.339 -3.355 -1.450
H 3.028 -4.617 -0.641
C 3.020 -0.521 1.315
N 2.690 0.644 0.500
C 2.446 1.799 1.337
H 2.329 2.675 0.699
H 3.312 1.961 1.979
H 1.558 1.691 1.976
C 1.623 0.408 -0.475
C 0.297 -0.042 0.060
C 0.021 -1.278 0.602
N -1.300 -1.306 0.898
N -1.896 -0.163 0.555
C -0.960 0.620 0.047
C -1.317 1.928 -0.502
C -2.378 2.050 -1.393
C -2.763 3.259 -1.944
C -2.073 4.413 -1.595
C -1.008 4.318 -0.698
C -0.645 3.101 -0.166
H 0.162 3.056 0.546
H -0.484 5.221 -0.428
O -2.356 5.657 -2.064
C -3.433 5.808 -2.959
H -3.478 6.871 -3.189
H -3.269 5.245 -3.883
H -4.378 5.495 -2.504
H -3.593 3.264 -2.632
F -3.061 0.955 -1.782
C -2.038 -2.346 1.467
C -1.416 -3.492 1.956
C -2.184 -4.500 2.510
C -3.561 -4.377 2.585
C -4.176 -3.235 2.100
C -3.423 -2.221 1.542
H -3.879 -1.325 1.153
H -5.250 -3.134 2.154
H -4.152 -5.170 3.020
H -1.699 -5.388 2.887
H -0.344 -3.601 1.907
H 0.678 -2.113 0.737
H 1.493 1.336 -1.039
H 1.993 -0.362 -1.160
H 3.867 -0.234 1.950
H 2.190 -0.818 1.973
H 6.508 -1.311 -0.629
H 5.701 -0.263 0.558
*
```

The SMILES is CCn1ccnc1CN(C)Cc1cn(-c2ccccc2)nc1-c1ccc(OC)cc1F. The value obtained for the LUMO energy is 0.02835 Ha. For the gap between HOMO and LUMO, the calculation gives 0.319 Ha. Its energy above the lowest of the compared OMol25 structures with the same formula, charge and spin is 0.030 eV.

(2)
Here is a structure of composition C24H26MnNO5 from the OMol25 dataset. Energies are from the ωB97M-V functional and the def2-TZVPD basis.

Geometry as ORCA input:
```
! RIJCOSX wB97M-V def2-TZVPD def2/J DEFGRID3
* xyz -1 4
Mn 1.082 0.994 0.097
C -1.191 1.411 -2.562
O -0.825 1.778 -1.255
C -0.887 3.156 -0.985
C 0.399 3.889 -1.404
O 1.464 3.202 -0.808
C 2.726 3.318 -1.405
C 3.478 2.031 -1.051
O 2.766 0.889 -1.460
C 2.917 0.565 -2.817
H -2.161 1.854 -2.821
H -1.278 0.325 -2.559
H -0.451 1.726 -3.310
H -0.983 3.222 0.103
H -1.748 3.618 -1.488
H 0.357 4.938 -1.067
H 0.512 3.884 -2.502
H 3.277 4.191 -1.022
H 2.633 3.434 -2.499
H 3.542 1.968 0.043
H 4.486 2.046 -1.491
H 3.984 0.465 -3.065
H 2.476 1.318 -3.486
H 2.417 -0.391 -2.973
C 0.613 -0.883 0.515
C 1.513 -1.448 1.466
C 2.886 -1.087 1.486
C 3.748 -1.592 2.430
C 3.297 -2.473 3.407
C 1.957 -2.849 3.404
C 1.091 -2.375 2.450
H 3.263 -0.419 0.711
H 4.792 -1.298 2.427
H 3.973 -2.867 4.157
H 1.590 -3.519 4.175
H 0.052 -2.670 2.454
N -7.811 -4.209 -1.779
C -6.734 -3.922 -1.462
C -5.446 -3.546 -1.094
C -4.337 -3.811 -1.927
C -3.096 -3.325 -1.622
C -2.876 -2.516 -0.477
C -3.985 -2.311 0.385
C -5.220 -2.814 0.093
C -1.641 -1.960 -0.189
C -0.600 -1.420 0.217
H -4.496 -4.408 -2.818
H -2.255 -3.559 -2.263
H -3.823 -1.742 1.291
H -6.055 -2.646 0.761
C -0.287 1.679 4.002
O -0.568 1.549 2.614
C 0.497 1.536 1.766
O 1.616 1.945 2.149
H -1.196 2.010 4.504
H 0.516 2.405 4.155
H 0.028 0.709 4.398
*
```

The value obtained for the LUMO energy (spin up / spin down) is 0.08109 / 0.08131 Ha. For the gap between HOMO and LUMO (spin up / spin down), the calculation gives 0.141 / 0.147 Ha. Its energy above the lowest of the compared OMol25 structures with the same formula, charge and spin is 1.556 eV. As for the expectation value of S²: 3.873.

(3)
Here is an isolated molecule of C24H26N2O3S2 from the OMol25 dataset. Energies are from the ωB97M-V functional and the def2-TZVPD basis.

Geometry as ORCA input:
```
! RIJCOSX wB97M-V def2-TZVPD def2/J DEFGRID3
* xyz 0 1
C -0.870 1.524 -2.596
C 0.046 1.167 -3.762
C -0.340 -0.173 -4.385
C 0.633 -0.612 -5.487
N 0.653 -2.037 -5.720
S 1.819 -2.933 -4.936
O 1.508 -4.305 -5.201
O 3.093 -2.405 -5.318
C 1.558 -2.565 -3.203
C 2.323 -1.581 -2.606
C 1.998 -1.146 -1.337
C 0.900 -1.692 -0.669
C 0.173 -2.728 -1.257
C 0.506 -3.156 -2.529
H -0.048 -3.944 -3.014
H -0.654 -3.167 -0.726
N 0.561 -1.142 0.565
C -0.547 -1.368 1.320
O -1.405 -2.185 1.090
C -0.659 -0.388 2.492
C -1.011 0.950 1.894
C -0.049 1.908 1.606
C -0.409 3.098 0.998
C -1.730 3.337 0.662
C -2.694 2.382 0.943
C -2.338 1.195 1.555
H -3.087 0.447 1.770
H -3.726 2.563 0.686
H -2.009 4.265 0.187
H 0.348 3.840 0.788
H 0.982 1.739 1.885
H -1.454 -0.747 3.150
S 0.902 -0.423 3.455
C 0.398 0.212 5.031
C -0.680 1.070 5.187
C -1.006 1.525 6.453
C -0.258 1.145 7.554
C 0.829 0.301 7.388
C 1.157 -0.169 6.131
H 1.997 -0.832 5.991
H 1.419 0.002 8.241
H -0.520 1.505 8.537
H -1.850 2.188 6.573
H -1.261 1.392 4.337
H 1.196 -0.428 0.900
H 2.578 -0.367 -0.864
H 3.157 -1.170 -3.152
H -0.246 -2.491 -5.728
H 1.660 -0.351 -5.224
H 0.389 -0.107 -6.428
H -1.350 -0.109 -4.796
H -0.355 -0.928 -3.597
H 1.076 1.109 -3.406
H -0.002 1.951 -4.521
H -0.822 0.757 -1.825
H -1.901 1.606 -2.930
H -0.577 2.472 -2.152
*
```

The SMILES is CCCCNS(=O)(=O)c1ccc(NC(=O)[C@@H](Sc2ccccc2)c2ccccc2)cc1. The value obtained for the LUMO energy is 0.01381 Ha. For the gap between HOMO and LUMO, the calculation gives 0.335 Ha. Its energy above the lowest of the compared OMol25 structures with the same formula, charge and spin is 0.366 eV.

(4)
Here is an isolated molecule of C24H26N2O4 from the OMol25 dataset. Energies are from the ωB97M-V functional and the def2-TZVPD basis.

Geometry as ORCA input:
```
! RIJCOSX wB97M-V def2-TZVPD def2/J DEFGRID3
* xyz 0 1
C 6.293 1.399 -4.082
C 5.832 -0.023 -4.372
H 5.768 -0.203 -5.448
H 6.521 -0.742 -3.915
O 4.520 -0.259 -3.876
C 4.416 -0.583 -2.571
O 5.379 -0.708 -1.845
C 3.027 -0.773 -2.181
C 2.562 -1.093 -0.913
N 1.209 -1.173 -0.974
C 0.784 -0.904 -2.259
C 1.894 -0.666 -3.026
H 1.911 -0.411 -4.066
C -0.616 -0.879 -2.664
C -1.588 -0.224 -1.908
C -2.907 -0.208 -2.322
C -3.277 -0.836 -3.499
C -2.316 -1.468 -4.271
C -0.997 -1.491 -3.859
H -0.247 -1.990 -4.454
H -2.597 -1.948 -5.196
H -4.308 -0.823 -3.820
H -3.647 0.306 -1.725
H -1.302 0.309 -1.013
C 0.356 -1.576 0.106
H 0.885 -2.307 0.728
H -0.541 -2.045 -0.309
C -0.025 -0.387 1.012
O 0.670 0.596 1.106
N -1.188 -0.604 1.678
C -1.850 0.239 2.586
C -3.061 -0.196 3.110
C -3.771 0.579 4.009
C -3.276 1.819 4.402
C -2.059 2.252 3.871
C -1.352 1.480 2.976
H -0.417 1.832 2.576
H -1.685 3.215 4.178
O -3.883 2.684 5.258
C -5.069 2.305 5.925
C -4.813 1.348 7.086
H -4.378 0.415 6.734
H -4.121 1.803 7.790
H -5.747 1.132 7.597
H -5.793 1.878 5.219
H -5.477 3.246 6.305
H -4.708 0.201 4.387
H -3.461 -1.156 2.814
H -1.673 -1.473 1.498
C 3.322 -1.318 0.340
H 3.218 -2.348 0.687
H 4.373 -1.122 0.147
H 2.966 -0.649 1.121
H 5.584 2.114 -4.492
H 7.269 1.567 -4.527
H 6.363 1.550 -3.007
*
```

The SMILES is CCOC(=O)c1cc(-c2ccccc2)n(CC(=O)Nc2ccc(OCC)cc2)c1C. The value obtained for the LUMO energy is 0.01733 Ha. For the gap between HOMO and LUMO, the calculation gives 0.304 Ha. Its energy above the lowest of the compared OMol25 structures with the same formula, charge and spin is 1.167 eV.

(5)
Here is an isolated molecule of C24H26N4O2S from the OMol25 dataset. Energies are from the ωB97M-V functional and the def2-TZVPD basis.

Geometry as ORCA input:
```
! RIJCOSX wB97M-V def2-TZVPD def2/J DEFGRID3
* xyz 0 1
C -0.918 -3.380 1.444
N -0.329 -2.224 0.816
C -0.921 -1.447 -0.119
O -0.266 -0.647 -0.764
C -2.421 -1.583 -0.294
H -2.626 -2.281 -1.110
H -2.890 -1.940 0.621
C -3.009 -0.212 -0.682
N -3.102 0.650 0.487
C -4.401 0.572 1.111
H -4.574 -0.468 1.403
H -4.408 1.189 2.011
C -5.519 1.008 0.158
N -5.410 0.213 -1.042
C -4.304 -0.436 -1.462
O -4.342 -1.171 -2.430
H -6.237 0.074 -1.605
H -5.420 2.077 -0.076
H -6.500 0.848 0.612
C -2.622 2.010 0.263
C -1.119 2.016 0.173
C -0.467 2.221 -1.034
C 0.909 2.148 -1.116
C 1.677 1.877 0.013
C 1.022 1.705 1.231
C -0.356 1.770 1.307
H -0.852 1.612 2.254
H 1.601 1.533 2.128
C 3.138 1.745 -0.095
C 3.823 0.765 0.621
C 5.189 0.609 0.477
C 5.900 1.440 -0.371
C 5.235 2.430 -1.074
C 3.867 2.579 -0.940
H 3.358 3.362 -1.484
H 5.785 3.089 -1.731
H 6.968 1.318 -0.483
H 5.698 -0.169 1.028
H 3.283 0.100 1.277
H 1.392 2.262 -2.074
H -1.042 2.420 -1.928
H -2.932 2.611 1.123
H -3.050 2.463 -0.646
H -2.294 0.230 -1.386
C 1.027 -1.857 1.197
C 2.065 -2.264 0.207
N 3.011 -3.101 0.464
C 3.853 -3.238 -0.586
C 3.543 -2.483 -1.672
S 2.121 -1.558 -1.382
H 4.056 -2.429 -2.610
H 4.687 -3.911 -0.496
H 1.045 -0.763 1.286
H 1.261 -2.312 2.161
H -1.409 -3.118 2.388
H -1.644 -3.848 0.782
H -0.131 -4.106 1.650
*
```

The SMILES is CN(Cc1nccs1)C(=O)C[C@H]1C(=O)NCCN1Cc1ccc(-c2ccccc2)cc1. The value obtained for the LUMO energy is 0.02337 Ha. For the gap between HOMO and LUMO, the calculation gives 0.327 Ha. Its energy above the lowest of the compared OMol25 structures with the same formula, charge and spin is 0.183 eV.

(6)
Here is a structure of composition C24H26N7O7W from the OMol25 dataset. Energies are from the ωB97M-V functional and the def2-TZVPD basis.

Geometry as ORCA input:
```
! RIJCOSX wB97M-V def2-TZVPD def2/J DEFGRID3
* xyz 1 3
W 0.107 -1.654 -0.348
O 0.685 2.166 -3.487
C -0.684 2.083 -3.398
C -1.394 3.049 -4.116
C -2.787 3.063 -4.078
C -3.467 2.107 -3.326
C -2.753 1.139 -2.609
C -1.344 1.106 -2.622
C -0.530 0.086 -1.832
O -1.236 -0.477 -0.969
N 0.740 -0.028 -2.142
N 1.424 -0.861 -1.263
C 1.474 -2.076 -1.678
C 1.919 -3.075 -0.723
C 2.969 -3.932 -1.009
C 3.401 -4.775 0.012
C 2.759 -4.733 1.249
C 1.705 -3.847 1.419
N 1.270 -3.014 0.458
H 1.009 1.418 -2.925
H -0.851 3.790 -4.693
H -3.337 3.819 -4.628
H -4.551 2.111 -3.284
H -3.300 0.404 -2.023
H 1.161 -2.398 -2.684
H 3.465 -3.905 -1.971
H 4.242 -5.442 -0.146
H 3.078 -5.367 2.069
H 1.171 -3.772 2.362
O -5.800 -0.098 1.868
C -5.114 -0.962 1.056
O -5.710 -1.879 0.512
C -3.725 -0.577 0.844
C -3.221 0.719 0.922
N -1.903 0.649 0.583
N -1.491 -0.580 0.302
C -2.586 -1.339 0.465
C -2.437 -2.788 0.261
O -3.367 -3.577 0.596
O -1.293 -3.070 -0.208
H -5.193 0.544 2.274
H -3.678 1.672 1.136
H -1.224 1.398 0.513
C 1.843 -0.568 3.147
N 1.825 0.744 2.527
C 2.608 1.781 3.175
C 2.184 3.157 2.721
C 2.271 3.177 1.214
N 1.497 2.099 0.625
C 1.165 2.230 -0.783
C 1.394 0.843 1.210
O 0.931 -0.121 0.602
H 1.613 -0.469 4.212
H 2.840 -1.000 3.024
H 1.107 -1.239 2.695
H 3.664 1.597 2.942
H 2.478 1.698 4.259
H 2.828 3.927 3.159
H 1.154 3.358 3.041
H 3.309 3.066 0.877
H 1.890 4.133 0.839
H 0.725 3.216 -0.961
H 0.450 1.468 -1.102
H 2.083 2.125 -1.370
H 0.542 -2.315 1.209
*
```

The value obtained for the LUMO energy (spin up / spin down) is -0.11526 / -0.17321 Ha. For the gap between HOMO and LUMO (spin up / spin down), the calculation gives 0.256 / 0.208 Ha. As for the expectation value of S²: 2.036.

The max |F| results, record by record, are as follows: 0.0209 0.0403 0.0197 0.0133 0.0177 0.3013 hartree/bohr.